No. 1
This record from OMol25 describes a structure of composition C19H23BIIrN3O4S in a non-equilibrium geometry. The level of theory is ωB97M-V/def2-TZVPD.

Atoms and positions in Å:
Ir 0.112 0.175 -0.145
C 2.244 -2.683 -1.010
C 1.224 -2.241 -0.015
C -0.095 -2.703 -0.064
C -1.032 -2.356 0.919
C -2.452 -2.781 0.787
C -0.617 -1.588 2.015
C 0.692 -1.105 2.110
C 1.192 -0.397 3.328
C 1.588 -1.389 1.048
H 1.925 -2.420 -2.017
H 2.339 -3.766 -0.983
H 3.213 -2.237 -0.809
H -0.395 -3.345 -0.877
H -2.871 -2.299 -0.097
H -3.034 -2.492 1.659
H -2.533 -3.857 0.645
H -1.309 -1.397 2.823
H 1.397 0.647 3.096
H 2.127 -0.847 3.660
H 0.466 -0.440 4.136
H 2.623 -1.093 1.159
B -3.589 2.889 0.196
C -2.392 1.978 0.334
N -1.484 1.260 0.465
H -3.296 4.051 0.167
H -4.308 2.722 1.124
H -4.014 2.725 -0.908
O 1.382 2.576 -2.687
C 0.766 1.570 -2.989
N 0.685 0.460 -2.222
S -0.352 -0.664 -2.867
O -1.453 -0.707 -1.912
O 0.293 -1.914 -3.122
C -0.669 0.209 -4.374
C -1.317 -0.174 -5.524
C -1.318 0.727 -6.583
C -0.698 1.964 -6.474
C -0.005 2.314 -5.323
C 0.016 1.410 -4.272
H -1.799 -1.134 -5.603
H -1.789 0.445 -7.510
H -0.744 2.651 -7.306
H 0.522 3.249 -5.229
N 3.078 2.756 -0.523
C 2.076 2.688 0.347
O 1.668 1.616 0.816
C 1.486 3.991 0.797
I -0.013 4.545 -0.649
H 3.381 1.897 -0.959
H 3.259 3.606 -1.032
H 2.203 4.806 0.830
H 0.981 3.868 1.751

Computed properties:
E_HOMO (alpha / beta) (eV): -11.76 / -11.66
Frontier orbital gap (alpha / beta) (eV): 8.8 / 5.4
Energy above the lowest of the compared OMol25 structures with the same formula, charge and spin (kJ/mol): 103.31
Charge: +1
Multiplicity: 5

Charges per atom according to Mulliken partitioning, unit e: atom 1 (Ir): 2.154, atom 2 (C): -1.467, atom 3 (C): 0.911, atom 4 (C): -0.262, atom 5 (C): 1.337, atom 6 (C): -1.570, atom 7 (C): -1.248, atom 8 (C): 1.422, atom 9 (C): -1.596, atom 10 (C): -1.407, atom 11 (H): 0.251, atom 12 (H): 0.406, atom 13 (H): 0.388, atom 14 (H): 0.370, atom 15 (H): 0.299, atom 16 (H): 0.400, atom 17 (H): 0.392, atom 18 (H): 0.393, atom 19 (H): 0.233, atom 20 (H): 0.393, atom 21 (H): 0.409, atom 22 (H): 0.434, atom 23 (B): 0.260, atom 24 (C): 0.057, atom 25 (N): -0.810, atom 26 (H): -0.069, atom 27 (H): -0.090, atom 28 (H): -0.074, atom 29 (O): -0.545, atom 30 (C): 0.152, atom 31 (N): -0.321, atom 32 (S): 1.324, atom 33 (O): -0.634, atom 34 (O): -0.700, atom 35 (C): 0.475, atom 36 (C): -0.668, atom 37 (C): -0.584, atom 38 (C): -0.556, atom 39 (C): -0.599, atom 40 (C): 0.001, atom 41 (H): 0.493, atom 42 (H): 0.422, atom 43 (H): 0.413, atom 44 (H): 0.546, atom 45 (N): -0.189, atom 46 (C): 0.427, atom 47 (O): -0.692, atom 48 (C): -1.169, atom 49 (I): 0.104, atom 50 (H): 0.239, atom 51 (H): 0.255, atom 52 (H): 0.490, atom 53 (H): 0.397

---

No. 2
This record from OMol25 describes a structure of composition C19H23BN8O2PtS3 in a non-equilibrium geometry. The level of theory is ωB97M-V/def2-TZVPD.

Atoms and positions in Å:
Pt 0.027 0.016 -0.013
C -0.996 -0.412 3.270
C -0.107 -1.460 2.694
C 0.157 -2.750 3.131
C 1.013 -3.297 2.184
N 1.248 -2.385 1.241
N 0.594 -1.247 1.567
B 2.140 -2.433 -0.038
N 2.926 -1.102 -0.047
C 4.237 -0.827 0.013
C 4.412 0.533 0.018
C 3.128 1.074 -0.037
C 2.778 2.520 -0.042
N 2.236 0.075 -0.082
N 1.214 -2.415 -1.281
C 1.037 -3.314 -2.253
C 0.139 -2.802 -3.173
C -0.216 -1.548 -2.687
C -1.187 -0.556 -3.229
N 0.471 -1.324 -1.559
N 2.925 -3.729 -0.037
C 4.235 -4.090 -0.006
C 4.303 -5.454 0.016
C 2.960 -5.889 -0.003
C 2.431 -7.287 0.014
N 2.143 -4.851 -0.035
H -1.306 -0.688 4.275
H -1.890 -0.291 2.655
H -0.481 0.548 3.311
H -0.220 -3.228 4.018
H 1.433 -4.285 2.122
H 4.982 -1.596 0.050
H 5.341 1.073 0.059
H 3.689 3.110 -0.104
H 2.258 2.801 0.874
H 2.143 2.774 -0.890
H 1.534 -4.267 -2.238
H -0.214 -3.272 -4.074
H -1.420 -0.783 -4.267
H -0.783 0.455 -3.170
H -2.116 -0.585 -2.658
H 5.045 -3.387 -0.005
H 5.187 -6.067 0.042
H 3.245 -8.007 0.022
H 1.805 -7.470 -0.859
H 1.808 -7.450 0.893
S -3.078 3.281 0.641
C -1.982 2.099 0.349
S -2.353 0.484 -0.001
S -0.288 2.331 0.380
C -3.733 -3.089 0.822
C -2.216 -3.282 0.419
O -1.927 -4.502 0.529
O -1.591 -2.301 0.061
H -4.086 -3.895 1.457
H -4.274 -3.077 -0.121
H -3.781 -2.123 1.316

Computed properties:
E_HOMO (alpha / beta) (eV): -11.79 / -11.80
Frontier orbital gap (alpha / beta) (eV): 5.3 / 5.9
Energy above the lowest of the compared OMol25 structures with the same formula, charge and spin (kJ/mol): 293.05
Charge: +1
Multiplicity: 2

Charges per atom according to Mulliken partitioning, unit e: atom 1 (Pt): 3.201, atom 2 (C): -1.330, atom 3 (C): 0.589, atom 4 (C): -1.396, atom 5 (C): 0.068, atom 6 (N): 1.703, atom 7 (N): -1.463, atom 8 (B): -1.042, atom 9 (N): 1.272, atom 10 (C): 0.277, atom 11 (C): -1.500, atom 12 (C): 0.953, atom 13 (C): -1.613, atom 14 (N): -1.185, atom 15 (N): 1.814, atom 16 (C): 0.009, atom 17 (C): -1.406, atom 18 (C): 0.648, atom 19 (C): -1.401, atom 20 (N): -1.570, atom 21 (N): 0.778, atom 22 (C): -0.079, atom 23 (C): -1.195, atom 24 (C): 0.688, atom 25 (C): -1.222, atom 26 (N): -1.314, atom 27 (H): 0.410, atom 28 (H): 0.161, atom 29 (H): 0.280, atom 30 (H): 0.460, atom 31 (H): 0.569, atom 32 (H): 0.289, atom 33 (H): 0.468, atom 34 (H): 0.411, atom 35 (H): 0.280, atom 36 (H): 0.351, atom 37 (H): 0.586, atom 38 (H): 0.474, atom 39 (H): 0.417, atom 40 (H): 0.258, atom 41 (H): 0.204, atom 42 (H): 0.417, atom 43 (H): 0.486, atom 44 (H): 0.377, atom 45 (H): 0.282, atom 46 (H): 0.278, atom 47 (S): -0.030, atom 48 (C): 0.126, atom 49 (S): -0.206, atom 50 (S): -0.258, atom 51 (C): -1.108, atom 52 (C): 0.553, atom 53 (O): -0.314, atom 54 (O): -0.467, atom 55 (H): 0.414, atom 56 (H): 0.317, atom 57 (H): 0.230

---

No. 3
This record from OMol25 describes a structure of composition C19H23BrHfN5O2 in a non-equilibrium geometry. The level of theory is ωB97M-V/def2-TZVPD.

Atoms and positions in Å:
Hf -14.620 -6.711 -2.717
Br -17.784 -7.249 -0.296
C -17.958 -6.725 -2.133
C -19.220 -6.853 -2.646
C -19.411 -6.375 -3.939
C -18.395 -5.661 -4.543
C -17.158 -5.612 -3.953
N -16.885 -6.234 -2.786
C -15.995 -4.945 -4.611
O -16.151 -4.230 -5.534
O -14.786 -5.246 -4.086
H -20.017 -7.294 -2.041
H -20.396 -6.445 -4.463
H -18.532 -5.086 -5.467
C -11.078 -5.064 -4.724
C -11.509 -5.166 -3.267
N -12.285 -6.415 -2.966
C -12.486 -7.323 -4.065
N -13.555 -8.139 -3.855
C -13.788 -9.225 -4.865
C -13.728 -8.481 -6.195
C -12.294 -7.979 -6.364
N -11.793 -7.288 -5.169
C -10.654 -6.377 -5.353
H -10.254 -4.338 -4.750
H -11.892 -4.636 -5.300
H -12.169 -4.343 -2.972
H -10.710 -5.103 -2.552
H -11.895 -6.957 -2.178
H -14.775 -9.649 -4.635
H -13.023 -9.992 -4.759
H -14.450 -7.636 -6.270
H -13.924 -9.178 -7.054
H -12.247 -7.238 -7.162
H -11.574 -8.780 -6.551
H -10.538 -6.250 -6.418
H -9.749 -6.723 -4.877
N -14.877 -8.474 -1.191
C -13.751 -7.841 -0.522
C -14.036 -6.507 -0.177
C -13.035 -5.706 0.294
C -11.696 -6.169 0.302
C -11.438 -7.508 0.004
C -12.483 -8.360 -0.429
H -15.692 -8.438 -0.597
H -14.753 -9.451 -1.404
H -15.121 -6.223 -0.071
H -13.276 -4.709 0.640
H -10.937 -5.463 0.632
H -10.419 -7.865 0.079
H -12.288 -9.425 -0.615

Computed properties:
E_HOMO (eV): -18.85
Frontier orbital gap (eV): 8.0
Energy above the lowest of the compared OMol25 structures with the same formula, charge and spin (kJ/mol): 0.00
Charge: +3

Charges per atom according to Mulliken partitioning, unit e: atom 1 (Hf): 1.458, atom 2 (Br): -0.114, atom 3 (C): 0.466, atom 4 (C): -0.648, atom 5 (C): -0.384, atom 6 (C): -0.675, atom 7 (C): 0.724, atom 8 (N): -0.336, atom 9 (C): 0.271, atom 10 (O): -0.455, atom 11 (O): -0.701, atom 12 (H): 0.437, atom 13 (H): 0.461, atom 14 (H): 0.505, atom 15 (C): -0.654, atom 16 (C): -0.705, atom 17 (N): 0.049, atom 18 (C): 0.359, atom 19 (N): -0.099, atom 20 (C): -0.622, atom 21 (C): -0.498, atom 22 (C): -0.626, atom 23 (N): -0.003, atom 24 (C): -0.621, atom 25 (H): 0.428, atom 26 (H): 0.316, atom 27 (H): 0.336, atom 28 (H): 0.532, atom 29 (H): 0.155, atom 30 (H): 0.401, atom 31 (H): 0.339, atom 32 (H): 0.205, atom 33 (H): 0.398, atom 34 (H): 0.438, atom 35 (H): 0.359, atom 36 (H): 0.437, atom 37 (H): 0.304, atom 38 (N): -0.189, atom 39 (C): 0.790, atom 40 (C): 0.052, atom 41 (C): -0.585, atom 42 (C): -0.692, atom 43 (C): -0.617, atom 44 (C): -0.779, atom 45 (H): 0.128, atom 46 (H): 0.314, atom 47 (H): 0.313, atom 48 (H): 0.510, atom 49 (H): 0.536, atom 50 (H): 0.512, atom 51 (H): 0.472

---

No. 4
This record from OMol25 describes a structure of composition C19H23BrN9ORuS3 in a non-equilibrium geometry. The level of theory is ωB97M-V/def2-TZVPD.

Atoms and positions in Å:
Ru 0.381 0.694 0.227
C -2.134 5.801 1.278
C -0.867 5.144 1.618
N 0.093 5.663 2.309
N 1.061 4.750 2.407
C 0.737 3.619 1.773
S 1.687 2.219 1.671
N -0.507 3.842 1.254
N -1.199 2.896 0.500
H -2.113 6.809 1.685
H -2.983 5.273 1.715
H -2.277 5.867 0.199
H 1.915 4.969 2.910
H -2.110 2.703 0.924
H -1.358 3.245 -0.451
Br -2.613 -0.440 -6.780
C -2.279 -0.391 -4.911
C -1.210 0.357 -4.412
C -0.990 0.384 -3.056
C -1.796 -0.332 -2.160
C -2.880 -1.067 -2.680
C -3.115 -1.093 -4.035
N -1.472 -0.248 -0.814
C -2.145 -0.869 0.095
C -1.806 -0.762 1.487
C -2.600 -1.392 2.450
C -2.256 -1.294 3.786
C -1.111 -0.579 4.114
C -0.371 0.024 3.106
N -0.708 -0.036 1.816
H -0.568 0.912 -5.078
H -0.185 0.977 -2.644
H -3.553 -1.620 -2.043
H -3.945 -1.662 -4.426
H -2.992 -1.508 -0.141
H -3.472 -1.943 2.132
H -2.866 -1.756 4.545
H -0.793 -0.480 5.140
H 0.522 0.587 3.357
O 1.451 2.572 -3.310
S 2.283 1.908 -2.341
N 1.432 1.285 -1.237
C 1.735 -4.915 -0.113
N 2.788 -3.948 -0.157
C 4.183 -4.350 -0.203
C 4.945 -3.015 -0.211
N 3.865 -2.040 -0.121
C 2.673 -2.625 -0.074
S 1.153 -1.864 0.117
H 1.955 -5.734 -0.798
H 0.791 -4.446 -0.387
H 1.645 -5.339 0.891
H 4.379 -4.957 -1.092
H 4.427 -4.963 0.672
H 5.525 -2.868 -1.128
H 5.615 -2.914 0.647
H 4.035 -1.053 -0.025

Computed properties:
E_HOMO (alpha / beta) (eV): -15.64 / -15.63
Frontier orbital gap (alpha / beta) (eV): 6.1 / 3.0
Energy above the lowest of the compared OMol25 structures with the same formula, charge and spin (kJ/mol): 184.74
Charge: +3
Multiplicity: 5

Charges per atom according to Mulliken partitioning, unit e: atom 1 (Ru): 0.822, atom 2 (C): -1.244, atom 3 (C): 0.850, atom 4 (N): -0.664, atom 5 (N): 0.255, atom 6 (C): 0.415, atom 7 (S): -0.356, atom 8 (N): 0.275, atom 9 (N): -0.689, atom 10 (H): 0.353, atom 11 (H): 0.334, atom 12 (H): 0.339, atom 13 (H): 0.189, atom 14 (H): 0.314, atom 15 (H): 0.335, atom 16 (Br): -0.081, atom 17 (C): -0.057, atom 18 (C): -0.658, atom 19 (C): 0.789, atom 20 (C): 0.352, atom 21 (C): -0.793, atom 22 (C): -0.829, atom 23 (N): 0.467, atom 24 (C): 0.217, atom 25 (C): 0.026, atom 26 (C): -0.923, atom 27 (C): -0.499, atom 28 (C): -0.854, atom 29 (C): -0.255, atom 30 (N): 0.380, atom 31 (H): 0.509, atom 32 (H): -0.203, atom 33 (H): 0.344, atom 34 (H): 0.472, atom 35 (H): 0.233, atom 36 (H): 0.544, atom 37 (H): 0.500, atom 38 (H): 0.478, atom 39 (H): 0.496, atom 40 (O): -0.391, atom 41 (S): 0.501, atom 42 (N): -0.421, atom 43 (C): -0.871, atom 44 (N): 0.107, atom 45 (C): -0.529, atom 46 (C): -0.527, atom 47 (N): -0.050, atom 48 (C): 0.562, atom 49 (S): -0.090, atom 50 (H): 0.331, atom 51 (H): 0.320, atom 52 (H): 0.354, atom 53 (H): 0.365, atom 54 (H): 0.344, atom 55 (H): 0.325, atom 56 (H): 0.326, atom 57 (H): 0.161